No. 1
ORCA calculation (ωB97M-V/def2-TZVPD) on one molecule with the formula C5H12 at a distorted geometry.

Each line ends with the natural charge from an NBO analysis.
Cartesian coordinates (Å):
C: 0.43 0.66 2.41  -0.621
C: 0.79 0.11 1.00  -0.402
C: -0.47 -0.03 0.13  -0.385
C: -0.29 -0.91 -1.17  -0.420
C: -0.44 -0.10 -2.43  -0.623
H: 0.70 0.08 3.29  0.215
H: 0.86 1.67 2.48  0.204
H: -0.63 0.92 2.32  0.204
H: 1.41 0.88 0.52  0.201
H: 1.21 -0.90 1.12  0.200
H: -1.21 -0.52 0.77  0.192
H: -0.90 0.90 -0.23  0.193
H: 0.63 -1.47 -0.98  0.202
H: -0.91 -1.81 -1.00  0.205
H: 0.57 0.25 -2.70  0.210
H: -0.89 -0.63 -3.25  0.217
H: -0.87 0.90 -2.27  0.207

Output
- energy (hartree) = -197.66318
- F_max (hartree/bohr) = 0.05824
- SMILES = CCCCC
- HOMO (eV) = -10.52
- relative energy (zero: lowest compared OMol25 entry of this formula, charge and spin) (kcal per mole) = 28.84

---

No. 2
ORCA calculation (ωB97M-V/def2-TZVPD) on C43H47Cl6N2O5P2RuSi2 as an isolated structure at a distorted geometry.

Each line ends with the Mulliken spin population.
Cartesian coordinates (Å):
Ru: 0.36 -0.28 -0.13  4.039
C: 3.38 2.46 1.14  -0.004
Si: 2.19 1.68 2.35  0.026
C: 2.08 2.93 3.78  0.014
C: 2.96 0.17 3.12  -0.009
N: 0.70 1.29 1.60  0.186
P: -0.85 1.65 1.64  -0.191
C: -1.79 0.77 0.51  0.510
P: -2.19 -0.78 1.10  -0.151
N: -0.90 -1.65 1.49  0.122
Si: -0.49 -3.29 1.77  0.008
C: -1.90 -4.37 2.44  0.011
C: 0.79 -3.27 3.13  -0.001
C: 0.08 -4.17 0.24  -0.008
C: -3.30 -1.55 -0.14  -0.005
C: -3.96 -2.74 0.17  0.005
C: -4.77 -3.37 -0.77  -0.001
C: -4.94 -2.80 -2.03  0.001
C: -4.31 -1.60 -2.33  -0.001
C: -3.50 -0.98 -1.39  -0.002
C: -3.41 -0.74 2.49  0.010
C: -4.65 -0.15 2.27  0.018
C: -5.58 -0.04 3.30  0.006
C: -5.27 -0.52 4.57  0.003
C: -4.03 -1.10 4.80  0.001
C: -3.10 -1.21 3.76  0.020
C: -1.40 1.60 3.40  0.003
C: -2.54 2.27 3.84  -0.005
C: -2.93 2.19 5.17  0.004
C: -2.18 1.44 6.07  0.004
C: -1.06 0.75 5.63  -0.003
C: -0.68 0.82 4.30  0.032
C: -1.13 3.43 1.27  -0.010
C: -0.55 4.43 2.06  0.005
C: -0.68 5.77 1.72  0.000
C: -1.39 6.13 0.58  0.002
C: -1.99 5.15 -0.20  0.001
C: -1.86 3.80 0.15  0.001
H: 3.42 1.88 0.21  0.000
H: 4.39 2.51 1.56  -0.001
H: 3.06 3.48 0.90  -0.001
H: 2.06 3.96 3.42  0.000
H: 1.20 2.77 4.42  -0.002
H: 2.97 2.81 4.41  0.000
H: 3.98 0.38 3.47  0.000
H: 2.37 -0.17 3.99  -0.002
H: 2.99 -0.66 2.41  0.002
H: -2.60 -3.83 3.09  -0.002
H: -2.48 -4.81 1.62  0.000
H: -1.47 -5.20 3.02  0.000
H: 0.35 -2.89 4.06  -0.001
H: 1.20 -4.27 3.33  0.000
H: 1.61 -2.61 2.84  0.001
H: -0.74 -4.22 -0.49  -0.002
H: 0.92 -3.63 -0.21  0.003
H: 0.41 -5.19 0.47  0.000
H: -3.85 -3.17 1.15  0.000
H: -5.26 -4.31 -0.53  0.000
H: -5.54 -3.30 -2.78  0.000
H: -4.44 -1.16 -3.31  0.000
H: -3.00 -0.04 -1.62  0.008
H: -4.89 0.23 1.28  -0.005
H: -6.55 0.41 3.11  0.000
H: -5.99 -0.44 5.37  0.000
H: -3.77 -1.46 5.79  0.000
H: -2.13 -1.65 3.94  0.004
H: -3.12 2.85 3.13  -0.004
H: -3.82 2.71 5.50  0.000
H: -2.48 1.39 7.11  0.000
H: -0.49 0.15 6.33  0.000
H: 0.18 0.26 3.94  -0.012
H: -0.01 4.14 2.95  -0.005
H: -0.21 6.53 2.34  0.000
H: -1.49 7.18 0.31  0.000
H: -2.56 5.43 -1.07  0.000
H: -2.32 3.02 -0.45  -0.002
Cl: 7.18 -0.73 -1.91  0.001
C: 5.64 -1.04 -1.18  0.005
C: 5.47 -2.10 -0.30  0.003
Cl: 6.81 -3.15 0.06  0.001
C: 4.22 -2.32 0.29  0.026
Cl: 3.97 -3.64 1.39  0.002
C: 3.12 -1.50 0.02  -0.019
O: 1.94 -1.64 0.57  0.175
C: 3.28 -0.42 -0.89  -0.042
O: 2.24 0.32 -1.14  0.167
C: 4.54 -0.20 -1.46  0.029
Cl: 4.69 1.15 -2.55  0.001
C: 0.10 2.76 -3.61  0.006
C: 0.73 3.83 -2.71  0.000
C: 1.14 3.00 -1.51  0.006
O: 0.08 2.04 -1.35  -0.013
C: -0.63 1.88 -2.60  0.008
H: 0.88 2.19 -4.10  0.001
H: -0.58 3.16 -4.36  0.000
H: -0.02 4.58 -2.42  0.000
H: 1.58 4.34 -3.16  0.000
H: 1.20 3.57 -0.58  0.001
H: 2.08 2.48 -1.68  0.005
H: -1.66 2.22 -2.44  -0.002
H: -0.65 0.84 -2.88  0.003
Cl: 1.49 -0.60 -4.35  0.000
C: 0.90 -2.19 -3.79  -0.002
Cl: 2.13 -3.03 -2.82  -0.001
C: -0.43 -2.09 -3.01  0.023
O: -1.32 -2.79 -3.50  0.014
O: -0.50 -1.35 -1.98  -0.023
H: 0.73 -2.79 -4.66  0.000

Output
- energy (hartree) = -6270.42462
- expectation value of S² = 8.759
- F_max (hartree/bohr) = 0.02155
- multiplicity = 6
- HOMO (spin up / spin down) (eV) = -2.05 / -2.24
- relative energy (zero: lowest compared OMol25 entry of this formula, charge and spin) (kcal per mole) = 0.00
- net charge = -2

---

No. 3
ORCA calculation (ωB97M-V/def2-TZVPD) on a 2-piece molecular cluster, C2H6NO2P overall at a distorted geometry.

Each line ends with the natural charge from an NBO analysis.
Cartesian coordinates (Å):
C: 1.33 -0.63 0.26  -0.707
C: 0.30 -0.34 -0.76  0.101
N: -0.97 -0.80 -0.63  0.397
O: -1.28 -1.32 0.47  -0.421
O: -1.82 -0.65 -1.54  -0.396
P: -0.75 2.33 0.24  0.141
H: 1.65 -1.62 0.33  0.254
H: 2.08 0.00 0.03  0.228
H: 0.88 -0.66 1.20  0.267
H: 0.50 0.27 -1.62  0.222
H: -1.90 1.70 0.73  -0.033
H: -0.01 1.74 1.28  -0.053

Output
- energy (hartree) = -626.15935
- F_max (hartree/bohr) = 0.06519
- HOMO (spin up / spin down) (eV) = -9.73 / -9.28
- relative energy (zero: lowest compared OMol25 entry of this formula, charge and spin) (kcal per mole) = 163.81

---

No. 4
ORCA calculation (ωB97M-V/def2-TZVPD) on a 2-piece molecular cluster, C5H10FNO overall at a distorted geometry.

Each line ends with the natural charge from an NBO analysis.
Cartesian coordinates (Å):
C: -1.38 0.53 1.58  -0.646
C: 0.00 0.57 1.09  -0.302
C: 0.34 0.48 -0.21  0.321
C: 1.75 0.38 -0.87  -0.655
O: -0.52 0.53 -1.30  -0.732
H: -2.05 -0.07 0.88  0.220
H: -1.28 0.28 2.56  0.223
H: -1.85 1.60 1.67  0.205
H: 0.76 0.54 1.96  0.217
H: 1.75 0.07 -1.86  0.226
H: 2.17 1.41 -1.06  0.225
H: 2.32 -0.20 -0.23  0.215
H: -1.30 1.03 -1.24  0.490
H: -0.28 -1.21 -2.43  0.388
N: -0.42 -2.20 -2.42  -0.685
C: 0.01 -2.91 -1.51  0.481
F: -0.25 -4.21 -1.56  -0.329
H: 0.63 -2.54 -0.60  0.138

Output
- energy (hartree) = -426.29466
- F_max (hartree/bohr) = 0.08576
- SMILES = C/C=C(/C)O.[H]/N=C/F
- HOMO (eV) = -8.94
- relative energy (zero: lowest compared OMol25 entry of this formula, charge and spin) (kcal per mole) = 41.22

---

No. 5
ORCA calculation (ωB97M-V/def2-TZVPD) on one molecule with the formula C18H23NO6.

Each line ends with the natural charge from an NBO analysis.
Cartesian coordinates (Å):
C: -3.88 -2.29 1.35  -0.599
C: -4.91 -1.49 0.55  -0.499
C: -4.60 -0.01 0.61  0.582
O: -5.32 0.76 1.21  -0.540
C: -3.37 0.45 -0.07  -0.203
C: -2.69 -0.27 -1.05  -0.152
C: -1.55 0.24 -1.63  -0.300
C: -1.05 1.48 -1.25  0.411
O: 0.09 1.88 -1.88  -0.497
C: 0.65 3.12 -1.56  -0.176
C: 1.18 3.22 -0.13  0.771
O: 1.45 4.26 0.42  -0.577
O: 1.32 2.01 0.41  -0.516
C: 1.79 1.93 1.75  -0.176
C: 2.73 0.72 1.93  0.653
O: 2.85 0.18 3.01  -0.618
N: 3.39 0.38 0.82  -0.612
C: 4.19 -0.82 0.71  -0.243
C: 3.53 -1.81 -0.26  0.093
C: 2.16 -2.31 0.23  -0.435
C: 1.33 -2.36 -1.06  -0.429
C: 1.94 -1.20 -1.84  -0.074
O: 3.32 -1.18 -1.52  -0.545
C: -1.72 2.22 -0.27  -0.338
C: -2.86 1.70 0.30  -0.117
H: -2.88 -2.15 0.95  0.207
H: -3.88 -1.97 2.39  0.215
H: -4.12 -3.35 1.32  0.216
H: -5.90 -1.64 0.98  0.231
H: -4.93 -1.83 -0.48  0.212
H: -3.06 -1.23 -1.38  0.216
H: -1.03 -0.31 -2.40  0.225
H: -0.05 3.95 -1.73  0.212
H: 1.50 3.25 -2.24  0.233
H: 0.94 1.81 2.43  0.220
H: 2.32 2.85 2.02  0.235
H: 3.16 0.82 -0.06  0.412
H: 4.27 -1.26 1.71  0.237
H: 5.18 -0.56 0.34  0.204
H: 4.22 -2.65 -0.42  0.180
H: 2.23 -3.28 0.72  0.224
H: 1.73 -1.60 0.93  0.211
H: 0.27 -2.23 -0.89  0.218
H: 1.51 -3.30 -1.59  0.204
H: 1.85 -1.31 -2.93  0.189
H: 1.46 -0.25 -1.55  0.172
H: -1.36 3.18 0.05  0.223
H: -3.40 2.27 1.05  0.239

Output
- energy (hartree) = -1205.91829
- F_max (hartree/bohr) = 0.01364
- SMILES = CCC(=O)c1ccc(OCC(=O)OCC(=O)NC[C@H]2CCCO2)cc1
- HOMO (eV) = -9.17
- relative energy (zero: lowest compared OMol25 entry of this formula, charge and spin) (kcal per mole) = 2.67

---

No. 6
ORCA calculation (ωB97M-V/def2-TZVPD) on C22H25B3BiF8N12S as an isolated structure at a distorted geometry.

Each line ends with the Mulliken spin population.
Cartesian coordinates (Å):
Bi: 1.56 -0.38 0.50  0.026
C: 3.55 3.73 0.53  0.000
C: 3.48 2.38 0.84  -0.001
N: 2.24 1.93 0.65  0.003
N: 1.50 2.98 0.19  -0.001
C: 2.28 4.07 0.11  0.000
B: 0.03 2.68 -0.14  0.018
N: -0.58 2.01 1.13  0.009
C: -1.31 2.59 2.10  0.001
C: -1.41 1.71 3.16  -0.002
C: -0.68 0.59 2.76  -0.003
N: -0.19 0.79 1.54  -0.006
N: 0.00 1.69 -1.35  -0.045
C: -0.36 1.96 -2.61  -0.001
C: -0.06 0.87 -3.41  0.019
C: 0.51 -0.06 -2.55  0.003
N: 0.54 0.44 -1.31  0.008
N: -0.83 3.87 -0.51  -0.004
C: -2.18 3.82 -0.69  0.001
C: -2.58 5.02 -1.20  0.002
C: -1.38 5.76 -1.32  0.000
N: -0.34 5.07 -0.91  0.000
H: 4.42 4.37 0.57  0.000
H: 4.25 1.71 1.18  0.000
H: 1.87 5.00 -0.25  0.000
H: -1.70 3.59 1.98  0.000
H: -1.92 1.86 4.09  0.000
H: -0.49 -0.34 3.28  0.001
H: -0.79 2.91 -2.87  -0.002
H: -0.22 0.78 -4.47  -0.002
H: 0.91 -1.04 -2.75  -0.004
H: -2.75 2.93 -0.45  0.001
H: -3.58 5.33 -1.46  0.000
H: -1.25 6.77 -1.68  0.000
C: -5.20 -1.56 2.23  -0.002
C: -4.07 -0.60 1.88  0.004
N: -3.80 -0.58 0.44  -0.027
C: -2.71 -1.12 -0.16  -0.123
S: -2.65 -1.29 -1.86  0.579
N: -1.71 -1.48 0.63  0.496
N: -0.56 -1.93 0.14  0.037
C: -0.35 -3.15 -0.16  0.028
C: -1.41 -4.21 -0.03  0.019
C: 1.00 -3.54 -0.64  -0.025
C: 1.33 -4.86 -0.83  -0.001
C: 2.61 -5.18 -1.26  0.000
C: 3.51 -4.17 -1.51  -0.001
C: 3.10 -2.86 -1.32  0.001
N: 1.87 -2.55 -0.89  -0.003
H: -5.29 -1.65 3.31  0.001
H: -6.16 -1.20 1.84  0.000
H: -5.01 -2.55 1.82  -0.001
H: -4.32 0.41 2.20  -0.001
H: -3.15 -0.89 2.37  -0.001
H: -4.58 -0.42 -0.18  0.009
H: -2.37 -3.77 0.22  -0.007
H: -1.51 -4.77 -0.96  -0.002
H: -1.13 -4.90 0.76  -0.002
H: 0.62 -5.64 -0.62  0.000
H: 2.89 -6.22 -1.39  0.000
H: 4.51 -4.37 -1.85  0.000
H: 3.76 -2.02 -1.52  0.000
F: 3.04 -2.00 2.34  0.000
B: 1.98 -2.82 2.81  0.001
F: 0.78 -2.02 2.58  0.002
F: 1.88 -3.97 2.01  0.000
F: 2.10 -3.10 4.15  0.000
F: 2.86 1.86 -2.31  -0.001
B: 3.71 0.75 -2.29  -0.001
F: 3.46 0.04 -1.00  0.001
F: 3.38 -0.17 -3.29  0.000
F: 5.04 1.10 -2.30  0.000

Output
- energy (hartree) = -2997.27116
- expectation value of S² = 0.788
- F_max (hartree/bohr) = 0.02210
- multiplicity = 2
- HOMO (spin up / spin down) (eV) = -9.53 / -9.18
- relative energy (zero: lowest compared OMol25 entry of this formula, charge and spin) (kcal per mole) = 11.13